Entry 1:
# C6H21NO7

A cluster of 8 separate species, C6H21NO7 in total (ωB97M-V/def2-TZVPD, the OMol25 dataset).

Structure (ORCA input):
```
! wB97M-V def2-TZVPD RIJCOSX def2/J DEFGRID3
* xyz 0 1
C 0.21550 -0.64792 -2.83409
C -1.03862 -0.31310 -2.70512
C -1.70081 0.18655 -1.45438
C -1.84513 -0.16109 -0.14287
C -2.74858 0.70156 0.57168
C -3.05262 1.67925 -0.42465
N -2.39661 1.39044 -1.61717
H 0.89435 -0.62798 -1.97449
H 0.70255 -1.04262 -3.72606
H -1.79790 -0.24922 -3.50149
H -1.44440 -0.98687 0.39354
H -2.95286 0.74429 1.62226
H -3.69550 2.50870 -0.50312
H -2.56849 1.91141 -2.47422
O 1.44169 3.77273 -0.87393
H 0.64490 3.71135 -0.31722
H 2.04435 3.36721 -0.19072
O 1.31233 -0.54530 3.00257
H 0.55112 -1.08069 3.25335
H 1.52074 -0.84208 2.10848
O -0.55598 -3.25749 -0.82299
H -0.65205 -2.31989 -0.93254
H -1.38117 -3.58331 -1.19627
O 2.32565 -1.62760 -0.10242
H 1.61022 -2.19062 -0.39849
H 2.21743 -0.74492 -0.44625
O -0.40649 -2.53360 2.79030
H -1.31109 -2.38160 2.53627
H 0.38274 -2.68909 2.27176
O 2.84223 1.57653 2.21802
H 3.00118 1.89574 3.10400
H 2.42519 0.71944 2.38214
O 1.74824 0.92700 -0.07706
H 1.17757 1.70911 -0.07981
H 2.49032 1.02370 0.54100
*
```

Output
Highest occupied orbital energy = -0.3108 Eh
Lowest unoccupied orbital energy = 0.41 eV
Frontier orbital gap = 8.87 eV
SMILES = C=Cc1ccc[nH]1.O.O.O.O.O.O.O
Relative energy (zero: lowest compared OMol25 entry of this formula, charge and spin) = 52.3 kcal per mole

Entry 2:
# C6H22BN2OP

A cluster of 2 separate species, C6H22BN2OP in total (ωB97M-V/def2-TZVPD, the OMol25 dataset).

Structure (ORCA input):
```
! wB97M-V def2-TZVPD RIJCOSX def2/J DEFGRID3
* xyz 0 1
C -1.63966 -2.17993 0.11254
B -1.70604 -2.93138 -1.34952
P -1.29351 -1.72070 -2.79917
N -0.52736 -2.27468 -4.07412
H -2.21975 -2.72971 0.86070
H -0.60681 -2.13158 0.49218
H -2.02208 -1.15959 0.11196
H -2.81560 -3.40245 -1.57338
H -0.85471 -3.79582 -1.44115
H -0.52944 -0.67085 -2.12039
H -2.41227 -0.93078 -3.16759
H -0.96276 -1.99778 -4.94461
C 0.59968 0.14266 2.05961
N 1.35878 1.09702 1.17955
C 2.70650 0.50876 0.92156
C 1.50608 2.40191 1.86821
C 0.69855 1.25970 -0.16911
C -0.65473 1.91858 -0.17785
O -1.52545 1.16420 0.63635
H 1.25645 -0.12991 2.88292
H -0.29734 0.62778 2.42057
H 0.31734 -0.73177 1.47803
H 3.21968 0.37874 1.87044
H 3.27241 1.17809 0.27888
H 2.57656 -0.45325 0.43231
H 0.52086 2.79258 2.10325
H 2.03965 3.09163 1.21808
H 2.06618 2.24840 2.78740
H 0.61705 0.24989 -0.57426
H 1.37592 1.84457 -0.79132
H -0.97989 1.90794 -1.22294
H -0.65517 2.95916 0.16966
H -2.42913 1.46857 0.52119
*
```

Output
Highest occupied orbital energy = -0.2216 Eh
Lowest unoccupied orbital energy = -0.48 eV
Frontier orbital gap = 5.55 eV

Entry 3:
# C6H22BaO10P

A structure of composition C6H22BaO10P (ωB97M-V/def2-TZVPD, the OMol25 dataset).

Structure (ORCA input):
```
! wB97M-V def2-TZVPD RIJCOSX def2/J DEFGRID3
* xyz 0 2
Ba -0.02330 -0.95825 0.16426
P 2.11891 -1.41171 2.97923
O 1.68268 -2.72937 3.56001
O 3.62258 -1.64105 3.04009
O 1.53880 -0.08865 3.51556
O 1.85759 -1.84982 1.52280
C -4.04286 -0.94502 0.22211
O -2.80834 -1.30564 -0.37783
H -4.49809 -0.05126 -0.20457
H -4.70749 -1.80877 0.20448
H -3.67779 -0.86788 1.24625
H -3.04965 -1.68871 -1.22437
C 3.14424 0.73937 0.31054
O 1.80264 1.09724 0.10182
H 3.40836 0.76243 1.36781
H 3.28581 -0.27503 -0.06236
H 3.84960 1.42652 -0.15679
H 1.65654 1.77897 0.76174
C 2.74555 -1.27379 -2.89253
O 2.05573 -1.61415 -1.67037
H 2.03165 -1.24121 -3.71557
H 3.19864 -0.28675 -2.79994
H 3.47275 -2.05726 -3.10573
H 1.56681 -2.43450 -1.76820
C -1.62800 1.07920 2.98771
O -0.64876 0.27193 2.43728
H -1.26489 2.09866 3.11793
H -2.49381 1.22035 2.34076
H -2.07004 0.56865 3.84329
H 0.12938 0.23445 2.99825
C -1.82628 1.73516 -1.46644
C -0.77919 1.29137 -2.55059
O -0.81000 -0.14284 -2.44863
O -1.21928 1.54540 -0.20740
H -2.67584 1.05301 -1.43421
H -2.07677 2.78725 -1.60229
H 0.21668 1.65174 -2.29276
H -1.03944 1.51694 -3.58475
H -1.41145 -0.47372 -3.11974
H -0.63367 2.28673 -0.03687
*
```

Output
Highest occupied orbital energy (alpha / beta) = -0.2571 / -0.2402 Eh
Lowest unoccupied orbital energy (alpha / beta) = -1.10 / -1.10 eV
Frontier orbital gap (alpha / beta) = 5.90 / 5.43 eV

Entry 4:
# C6H22NO3

A cluster of 4 separate species, C6H22NO3 in total (ωB97M-V/def2-TZVPD, the OMol25 dataset).

Structure (ORCA input):
```
! wB97M-V def2-TZVPD RIJCOSX def2/J DEFGRID3
* xyz 1 1
C -2.36417 0.38852 2.38809
C -1.27287 1.31766 2.81765
C 0.10971 1.29549 2.05353
C -0.06777 0.91454 0.57259
C 1.19443 0.47098 -0.24314
C 1.94184 -0.59273 0.53613
N 2.10242 -1.89117 -0.18085
H -3.11690 0.25995 3.19722
H -2.94485 0.75050 1.56046
H -2.11138 -0.66549 2.23858
H -0.75212 1.02885 3.72734
H -1.69969 2.33108 2.79455
H 0.78431 2.14859 2.03442
H 0.77245 0.59554 2.57612
H -0.57136 -0.07279 0.64132
H -0.74283 1.48470 -0.03699
H 0.98675 0.06790 -1.24091
H 1.75773 1.33983 -0.56910
H 1.43858 -0.85815 1.50038
H 2.85587 -0.27101 1.05175
H 1.25054 -2.45046 -0.16055
H 2.29705 -1.80506 -1.19972
H 2.91668 -2.38912 0.22283
H 2.47104 -0.75495 -3.82205
H 1.22781 -0.75712 -3.12701
O 2.07692 -1.25880 -3.09449
H -2.47524 -0.60339 -1.21440
H -3.53629 -0.24213 -2.35865
O -2.67109 -0.60243 -2.15110
H -1.18675 -0.04121 -3.10664
H -0.40217 0.55379 -4.17016
O -0.26866 0.30810 -3.23721
*
```

Output
Highest occupied orbital energy = -0.4996 Eh
Lowest unoccupied orbital energy = -3.13 eV
Frontier orbital gap = 10.47 eV
Relative energy (zero: lowest compared OMol25 entry of this formula, charge and spin) = 27.9 kcal per mole

Entry 5:
# C6H23NO7

A cluster of 7 separate species, C6H23NO7 in total (ωB97M-V/def2-TZVPD, the OMol25 dataset).

Structure (ORCA input):
```
! wB97M-V def2-TZVPD RIJCOSX def2/J DEFGRID3
* xyz 0 1
C 3.46266 1.02801 -1.46764
C 2.28190 1.33745 -1.98944
C 1.24790 0.39125 -2.49255
C 0.92471 -0.68879 -1.41257
N 0.10747 -0.23992 -0.29379
C -1.14136 0.24856 -0.43885
C -1.99004 -0.17949 -1.60448
O -1.68324 0.87424 0.47781
H 4.13853 1.61302 -0.85911
H 3.72964 -0.03065 -1.40963
H 2.10006 2.40629 -2.04995
H 0.28632 0.82247 -2.76812
H 1.54670 -0.22686 -3.33836
H 0.45886 -1.54202 -1.89118
H 1.85529 -1.00469 -0.95677
H 0.58304 0.10103 0.53428
H -1.55674 -0.89135 -2.30654
H -2.80905 -0.75499 -1.18917
H -2.28790 0.70264 -2.16379
O 0.83636 1.27686 2.14881
H 0.41614 1.44818 3.00357
H 1.41266 2.04631 2.04880
O 0.01930 -3.39228 1.23121
H -0.68072 -3.84944 1.71921
H 0.00534 -2.55529 1.72865
O 0.72847 3.36539 0.10947
H -0.04129 3.89450 0.33056
H 0.54924 2.44335 0.32018
O -1.14672 -1.41610 3.00159
H -1.49892 -0.60931 2.60204
H -1.84826 -1.60589 3.63557
O -1.20755 -3.26408 -1.20740
H -0.68850 -3.15696 -0.38526
H -2.14567 -3.12283 -1.07628
O -1.71097 1.48150 3.07893
H -2.59867 1.83880 3.19963
H -1.65503 1.21111 2.13058
*
```

Output
Highest occupied orbital energy = -0.3520 Eh
Lowest unoccupied orbital energy = 0.41 eV
Frontier orbital gap = 9.99 eV
SMILES = C=CCCNC(C)=O.O.O.O.O.O.O
Relative energy (zero: lowest compared OMol25 entry of this formula, charge and spin) = 0.0 kcal per mole

Entry 6:
# C6H23NO7

A cluster of 8 separate species, C6H23NO7 in total (ωB97M-V/def2-TZVPD, the OMol25 dataset).

Structure (ORCA input):
```
! wB97M-V def2-TZVPD RIJCOSX def2/J DEFGRID3
* xyz 1 2
C -0.96649 -2.54875 0.17014
C -2.11023 -1.98365 0.97639
C -2.10829 -0.49238 1.00421
C -0.82915 0.26412 1.08660
N -1.09223 1.55538 0.82345
C -2.55573 1.78865 0.63913
C -3.08486 0.52485 0.68519
H -0.45765 -1.73134 -0.47272
H -0.19990 -3.09603 0.76520
H -1.16714 -3.32856 -0.54517
H -3.00175 -2.54663 0.54796
H -1.94552 -2.32174 2.04527
H 0.10404 -0.08091 1.22790
H -0.53833 2.38409 1.00378
H -2.82298 2.77272 0.20249
H -4.03018 0.13906 0.28688
H 2.32294 2.60147 2.28220
H 1.19051 1.64368 2.94723
O 1.75793 2.43305 3.11424
H 1.10945 3.00545 -0.51720
H 2.40740 3.50790 -0.23569
O 1.53810 3.48085 0.18329
H 0.68363 0.83961 -0.99286
H 1.58967 0.54605 -1.98675
O 1.60698 0.91281 -1.05616
H 2.66455 1.45925 0.53812
H 3.64794 0.31097 0.12513
O 3.58217 1.23252 0.61500
H 2.41660 -1.87570 0.37263
H 2.00450 -0.75827 -0.53270
O 2.60285 -1.51876 -0.44111
H -2.40302 -1.87777 -3.20980
H -2.34132 -1.47954 -1.71261
O -1.82591 -1.60742 -2.52988
H 1.51586 -1.66924 -2.44522
H -0.05286 -1.37732 -2.70564
O 0.78842 -1.10843 -2.25891
*
```

Output
Highest occupied orbital energy (alpha / beta) = -0.4917 / -0.4917 Eh
Lowest unoccupied orbital energy (alpha / beta) = -4.26 / -7.65 eV
Frontier orbital gap (alpha / beta) = 9.12 / 5.73 eV
Relative energy (zero: lowest compared OMol25 entry of this formula, charge and spin) = 0.0 kcal per mole

Entry 7:
# C6H23O6

A cluster of 6 separate species, C6H23O6 in total (ωB97M-V/def2-TZVPD, the OMol25 dataset).

Structure (ORCA input):
```
! wB97M-V def2-TZVPD RIJCOSX def2/J DEFGRID3
* xyz -1 1
C -6.74026 24.80883 -16.29762
O -6.96299 26.18736 -16.17889
H -5.77955 24.56153 -16.74927
H -6.98432 24.36574 -15.33212
H -7.37637 24.35435 -17.05717
C -7.21591 20.33957 -14.10514
O -7.61188 21.49243 -14.88510
H -6.50604 20.67150 -13.34750
H -8.06030 19.82676 -13.64459
H -6.66014 19.65456 -14.74545
H -8.26831 21.20058 -15.52190
C -2.47523 26.36850 -17.60630
O -3.80384 26.71130 -17.25603
H -1.90571 27.25233 -17.89372
H -1.98206 26.00515 -16.70470
H -2.57519 25.56639 -18.33756
H -4.23211 27.13304 -18.00457
C -5.00580 24.39181 -19.52703
O -5.91819 25.44255 -19.74299
H -4.12694 24.64639 -18.93467
H -5.41351 23.43746 -19.19372
H -4.57034 24.19961 -20.50760
H -5.45821 26.22995 -20.04304
C -3.32112 24.24516 -14.55046
O -3.02030 25.63675 -14.24584
H -4.22733 24.17432 -15.15203
H -2.45133 23.73268 -14.96146
H -3.52011 23.72819 -13.61172
H -2.44328 25.54672 -13.48390
C -9.35043 22.91190 -12.43495
O -8.48901 23.66075 -13.22324
H -9.91444 23.46590 -11.68456
H -10.04984 22.36855 -13.07031
H -8.69906 22.21567 -11.90669
H -7.92375 23.09088 -13.74986
*
```

Output
Highest occupied orbital energy = -0.0422 Eh
Lowest unoccupied orbital energy = 2.86 eV
Frontier orbital gap = 4.01 eV
Relative energy (zero: lowest compared OMol25 entry of this formula, charge and spin) = 155.2 kcal per mole

Max |F|, record by record: 4.38; 0.63; 4.61; 3.23; 2.00; 5.19; 3.31 eV Å⁻¹
Energy, record by record: -822.57947; -792.59637; -1361.05995; -522.00590; -823.84599; -823.47041; -693.64409 Eh